Density functional theory data (ωB97M-V with the def2-TZVPD basis set) for a cluster of 14 separate species, C42H72Cl8O30 in total in a non-equilibrium geometry.

Properties
E_HOMO (alpha / beta) ... 0.070 / -8.771 eV
Gap between HOMO and LUMO (alpha / beta) ... 1.8 / 10.6 eV
Charge ... -1
Calculated total energy ... -7582.27432 hartree
<S²> ... 0.750
Multiplicity ... 2

Last columns: bonded neighbours and bond lengths (Å).
Cartesian coordinates (Å):
1 Cl 10.795 10.372 -10.424  C2 1.770
2 C 10.611 12.130 -10.348  Cl1 1.770, C3 1.545, H5 1.090, H6 1.090
3 C 9.514 12.546 -9.344  C2 1.545, Cl4 1.738, H7 1.090, H8 1.090
4 Cl 9.083 14.229 -9.350  C3 1.738
5 H 10.385 12.506 -11.346  C2 1.090
6 H 11.605 12.523 -10.133  C2 1.090
7 H 9.748 12.289 -8.311  C3 1.090
8 H 8.585 12.043 -9.614  C3 1.090
9 Cl 13.464 10.936 -8.069  C10 1.797
10 C 12.455 9.685 -7.264  Cl9 1.797, C11 1.577, H13 1.090, H14 1.090
11 C 12.433 8.281 -7.982  C10 1.577, Cl12 1.788, H15 1.090, H16 1.090
12 Cl 13.978 7.445 -7.643  C11 1.788
13 H 11.451 10.108 -7.293  C10 1.090
14 H 12.591 9.676 -6.183  C10 1.090
15 H 12.359 8.551 -9.035  C11 1.090
16 H 11.614 7.612 -7.716  C11 1.090
17 Cl 17.030 7.409 -13.407  C18 1.820
18 C 16.090 8.368 -14.635  Cl17 1.820, C19 1.483, H21 1.090, H22 1.090
19 C 16.434 7.965 -16.020  C18 1.483, Cl20 1.790, H23 1.090, H24 1.090
20 Cl 16.628 6.210 -16.314  C19 1.790
21 H 16.032 9.432 -14.406  C18 1.090
22 H 15.071 7.988 -14.562  C18 1.090
23 H 17.389 8.451 -16.220  C19 1.090
24 H 15.768 8.288 -16.820  C19 1.090
25 Cl 10.186 16.814 -16.592  C26 1.809
26 C 11.910 17.242 -16.248  Cl25 1.809, C27 1.559, H29 1.090, H30 1.090
27 C 12.709 15.947 -15.904  C26 1.559, Cl28 1.722, H31 1.090, H32 1.090
28 Cl 12.517 14.644 -17.013  C27 1.722
29 H 11.807 17.888 -15.376  C26 1.090
30 H 12.277 17.869 -17.060  C26 1.090
31 H 12.347 15.574 -14.947  C27 1.090
32 H 13.789 16.060 -15.811  C27 1.090
33 C 18.070 11.042 -7.724  C34 1.531, O38 1.427, H39 1.090, H40 1.090
34 C 18.800 10.232 -6.648  C33 1.531, O35 1.374, H41 1.090, H42 1.090
35 O 18.890 9.048 -7.340  C34 1.374, C36 1.279
36 C 18.172 8.925 -8.392  O35 1.279, O37 1.203, O38 1.337
37 O 18.234 8.001 -9.159  C36 1.203
38 O 17.503 10.064 -8.595  C33 1.427, C36 1.337
39 H 18.721 11.677 -8.324  C33 1.090
40 H 17.223 11.657 -7.421  C33 1.090
41 H 18.222 10.042 -5.744  C34 1.090
42 H 19.760 10.711 -6.454  C34 1.090
43 C 19.306 14.746 -11.719  C44 1.513, O48 1.377, H49 1.090, H50 1.090
44 C 17.862 15.144 -11.934  C43 1.513, O45 1.377, H51 1.090, H52 1.090
45 O 17.410 15.047 -10.637  C44 1.377, C46 1.352
46 C 18.268 14.354 -9.856  O45 1.352, O47 1.203, O48 1.287
47 O 18.004 14.044 -8.725  C46 1.203
48 O 19.371 14.141 -10.483  C43 1.377, C46 1.287
49 H 19.975 15.593 -11.869  C43 1.090
50 H 19.660 14.101 -12.523  C43 1.090
51 H 17.349 14.543 -12.685  C44 1.090
52 H 17.815 16.157 -12.333  C44 1.090
53 C 14.318 18.802 -12.480  C54 1.503, O58 1.436, H59 1.090, H60 1.090
54 C 15.711 19.220 -12.106  C53 1.503, O55 1.430, H61 1.090, H62 1.090
55 O 16.548 18.526 -13.035  C54 1.430, C56 1.363
56 C 15.809 17.578 -13.678  O55 1.363, O57 1.211, O58 1.331
57 O 16.240 16.766 -14.466  C56 1.211
58 O 14.526 17.672 -13.341  C53 1.436, C56 1.331
59 H 13.745 19.587 -12.973  C53 1.090
60 H 13.767 18.599 -11.561  C53 1.090
61 H 15.850 18.911 -11.069  C54 1.090
62 H 15.926 20.288 -12.096  C54 1.090
63 C 12.889 11.001 -15.119  C64 1.564, O68 1.400, H69 1.090, H70 1.090
64 C 12.918 10.145 -16.428  C63 1.564, O65 1.466, H71 1.090, H72 1.090
65 O 11.544 9.651 -16.556  C64 1.466, C66 1.350
66 C 10.858 10.056 -15.466  O65 1.350, O67 1.219, O68 1.363
67 O 9.650 9.908 -15.405  C66 1.219
68 O 11.658 10.663 -14.544  C63 1.400, C66 1.363
69 H 12.970 12.032 -15.464  C63 1.090
70 H 13.741 10.701 -14.509  C63 1.090
71 H 13.685 9.382 -16.296  C64 1.090
72 H 13.127 10.865 -17.220  C64 1.090
73 C 10.199 6.271 -15.289  C74 1.474, O78 1.429, H79 1.090, H80 1.090
74 C 9.665 5.994 -13.943  C73 1.474, O75 1.397, H81 1.090, H82 1.090
75 O 10.739 6.155 -13.064  C74 1.397, C76 1.297
76 C 11.779 6.719 -13.597  O75 1.297, O77 1.174, O78 1.360
77 O 12.809 6.934 -13.076  C76 1.174
78 O 11.455 6.839 -14.913  C73 1.429, C76 1.360
79 H 9.619 6.960 -15.903  C73 1.090
80 H 10.477 5.387 -15.863  C73 1.090
81 H 9.297 4.970 -13.878  C74 1.090
82 H 8.811 6.651 -13.782  C74 1.090
83 C 14.310 15.659 -9.313  C84 1.555, O88 1.368, H89 1.090, H90 1.090
84 C 14.273 14.389 -8.415  C83 1.555, O85 1.397, H91 1.090, H92 1.090
85 O 13.484 14.833 -7.351  C84 1.397, C86 1.387
86 C 13.038 16.131 -7.553  O85 1.387, O87 1.236, O88 1.321
87 O 12.450 16.831 -6.722  C86 1.236
88 O 13.534 16.594 -8.686  C83 1.368, C86 1.321
89 H 14.071 15.410 -10.347  C83 1.090
90 H 15.350 15.980 -9.253  C83 1.090
91 H 15.298 14.119 -8.164  C84 1.090
92 H 13.796 13.617 -9.018  C84 1.090
93 C 7.703 16.479 -14.270  C94 1.538, H100 1.090, H101 1.090, H102 1.090
94 C 8.485 15.508 -13.369  C93 1.538, O95 1.434, H103 1.090, H104 1.090
95 O 9.350 16.186 -12.448  C94 1.434, C96 1.387
96 C 10.641 15.713 -12.264  O95 1.387, O97 1.194, O98 1.380
97 O 11.139 14.738 -12.743  C96 1.194
98 O 11.347 16.449 -11.335  C96 1.380, C99 1.378
99 C 10.899 17.537 -10.619  O98 1.378, H105 1.090, H106 1.090, H107 1.090
100 H 6.871 17.009 -13.807  C93 1.090
101 H 7.333 16.030 -15.192  C93 1.090
102 H 8.359 17.287 -14.593  C93 1.090
103 H 9.084 14.960 -14.096  C94 1.090
104 H 7.813 14.803 -12.879  C94 1.090
105 H 11.304 17.730 -9.626  C99 1.090
106 H 9.813 17.608 -10.551  C99 1.090
107 H 11.147 18.265 -11.391  C99 1.090
108 C 19.134 11.243 -14.057  C109 1.490, H115 1.090, H116 1.090, H117 1.090
109 C 19.340 11.303 -15.532  C108 1.490, O110 1.455, H118 1.090, H119 1.090
110 O 20.564 12.030 -15.835  C109 1.455, C111 1.364
111 C 20.669 13.390 -15.825  O110 1.364, O112 1.225, O113 1.317
112 O 21.688 13.923 -16.249  C111 1.225
113 O 19.570 13.975 -15.397  C111 1.317, C114 1.375
114 C 19.612 15.347 -15.325  O113 1.375, H120 1.090, H121 1.090, H122 1.090
115 H 18.177 10.801 -13.779  C108 1.090
116 H 19.384 12.191 -13.579  C108 1.090
117 H 19.881 10.513 -13.748  C108 1.090
118 H 18.422 11.728 -15.939  C109 1.090
119 H 19.420 10.350 -16.054  C109 1.090
120 H 18.836 15.626 -16.037  C114 1.090
121 H 20.478 15.964 -15.565  C114 1.090
122 H 19.356 15.644 -14.308  C114 1.090
123 C 16.654 13.881 -17.132  C124 1.534, H130 1.090, H131 1.090, H132 1.090
124 C 15.783 13.295 -18.250  C123 1.534, O125 1.416, H133 1.090, H134 1.090
125 O 16.427 12.254 -18.961  C124 1.416, C126 1.308
126 C 16.493 11.037 -18.486  O125 1.308, O127 1.224, O128 1.292
127 O 16.126 10.608 -17.399  C126 1.224
128 O 17.161 10.341 -19.346  C126 1.292, C129 1.391
129 C 17.409 8.996 -19.096  O128 1.391, H135 1.090, H136 1.090, H137 1.090
130 H 17.593 14.254 -17.542  C123 1.090
131 H 16.904 13.148 -16.365  C123 1.090
132 H 16.157 14.751 -16.704  C123 1.090
133 H 15.497 14.044 -18.988  C124 1.090
134 H 14.897 12.860 -17.787  C124 1.090
135 H 16.509 8.417 -18.889  C129 1.090
136 H 18.153 8.933 -18.301  C129 1.090
137 H 17.820 8.505 -19.978  C129 1.090
138 C 14.419 9.531 -11.283  C139 1.518, H145 1.090, H146 1.090, H147 1.090
139 C 15.766 10.230 -11.327  C138 1.518, O140 1.441, H148 1.090, H149 1.090
140 O 16.049 11.280 -12.272  C139 1.441, C141 1.371
141 C 15.302 12.429 -12.222  O140 1.371, O142 1.203, O143 1.327
142 O 14.511 12.676 -11.351  C141 1.203
143 O 15.665 13.090 -13.313  C141 1.327, C144 1.384
144 C 14.882 14.179 -13.654  O143 1.384, H150 1.090, H151 1.090, H152 1.090
145 H 14.121 9.078 -12.228  C138 1.090
146 H 13.640 10.221 -10.958  C138 1.090
147 H 14.494 8.757 -10.520  C138 1.090
148 H 16.512 9.499 -11.639  C139 1.090
149 H 16.055 10.560 -10.329  C139 1.090
150 H 13.801 14.040 -13.651  C144 1.090
151 H 15.108 14.387 -14.700  C144 1.090
152 H 15.296 15.067 -13.177  C144 1.090

Density functional theory data (ωB97M-V with the def2-TZVPD basis set) for a cluster of 2 separate species, C4H6O2 in total in a non-equilibrium geometry.

Properties
E_HOMO ... -9.489 eV
Gap between HOMO and LUMO ... 10.2 eV
Charge ... 0
Calculated total energy ... -306.42880 hartree
ΔE to the lowest compared entry with this formula, charge and spin ... 48.6 kcal/mol

Last columns: bonded neighbours and bond lengths (Å).
Cartesian coordinates (Å):
1 C -2.174 0.209 0.728  C2 1.304, H4 1.080, H5 1.084
2 C -1.544 0.546 -0.363  C1 1.304, O3 1.178
3 O -1.043 0.811 -1.396  C2 1.178
4 H -3.247 0.182 0.606  C1 1.080
5 H -1.709 0.222 1.707  C1 1.084
6 C 1.837 -0.111 -0.653  C7 1.543, H9 1.095, H10 1.095, H11 1.100
7 C 0.780 -0.543 0.384  C6 1.543, O8 1.212, H12 1.129
8 O 0.894 -0.177 1.534  C7 1.212
9 H 2.676 0.305 -0.085  C6 1.095
10 H 2.223 -0.928 -1.270  C6 1.095
11 H 1.526 0.680 -1.352  C6 1.100
12 H -0.137 -1.173 0.188  C7 1.129

Which of these has the lowest calculated total energy?
C42H72Cl8O30